Computed, not measured: C6H10 in the gas phase, with wB97M-V/def2-TZVPD.

XYZ file:
```
16
Properties=species:S:1:pos:R:3:forces:R:3:mulliken_charge:R:1
C -1.69951 -1.33156 -0.63182 0.004 0.002 -0.035 -1.17
C -0.23384 -1.03838 -0.41593 0.626 -0.278 -0.137 0.70
C 0.87500 -1.64862 -0.70750 -0.793 0.086 0.096 -0.71
C 0.15659 0.30676 0.28577 -0.022 0.217 0.165 0.50
C 0.50519 1.39054 -0.73786 -0.050 0.049 -0.040 -1.26
C 1.21626 0.23376 1.39613 0.049 -0.010 0.063 -1.47
H -2.18064 -0.49409 -1.15192 0.151 -0.099 0.060 0.31
H -1.87861 -2.23898 -1.21704 0.199 0.179 0.117 0.34
H -2.20989 -1.44552 0.33304 0.179 0.028 -0.128 0.30
H -0.78593 0.57579 0.77446 0.009 0.054 -0.014 0.27
H 1.49714 1.21342 -1.17129 -0.212 -0.035 0.108 0.33
H 0.51106 2.37588 -0.25696 0.000 -0.128 -0.076 0.37
H -0.21956 1.41263 -1.55804 0.081 0.021 0.105 0.33
H 2.23653 0.16363 0.99870 -0.255 -0.053 -0.002 0.36
H 1.15909 1.14758 2.00301 0.036 -0.165 -0.146 0.41
H 1.05113 -0.62284 2.05725 0.000 0.133 -0.133 0.37
```
Positions in Å, forces in eV/Å.

gap between HOMO and LUMO	9.7	eV
highest occupied orbital energy	-9.6079	eV
F_max	0.8	eV/A
LUMO	0.13	eV
energy relative to the best compared isomer or geometry (same formula, charge and spin)	79.6	kcal/mol


Computed, not measured: 13 unconnected molecules or ions with the total composition C33H96B2Br2F11N8O11S in a non-equilibrium geometry, with wB97M-V/def2-TZVPD.

XYZ file:
```
164
Properties=species:S:1:pos:R:3:forces:R:3:mulliken_charge:R:1
B 12.80972 -6.90259 -11.70426 0.628 0.335 -0.379 0.00
F 11.87610 -7.13366 -10.74859 -1.386 -0.184 2.260 -0.27
F 13.40728 -5.66296 -11.57632 0.293 0.572 0.077 -0.10
F 13.73441 -7.90762 -11.69787 0.961 -0.792 -0.239 0.15
F 12.05374 -6.92034 -12.88151 -0.365 0.218 -1.759 -0.36
B 13.42483 -4.23939 -16.79137 2.337 0.339 -0.976 0.04
F 13.74740 -3.06802 -17.38359 0.220 1.022 -0.212 -0.29
F 14.62707 -4.73002 -16.12067 -0.649 -0.358 0.018 -0.05
F 12.36101 -4.15587 -15.98918 -2.045 0.380 2.757 -0.15
F 13.00873 -5.12757 -17.76764 0.360 -1.935 -1.160 -0.27
C 13.52161 -4.31675 -8.82461 1.208 -0.700 -0.864 -0.68
C 15.04978 -3.99479 -8.59081 -1.489 0.874 0.261 -0.03
C 16.12237 -4.51266 -9.52455 1.177 -0.564 -1.358 0.12
O 17.41709 -3.91166 -9.24218 -1.449 0.745 0.395 -0.47
C 18.33689 -3.84533 -10.31827 -0.590 -0.088 -0.651 -0.58
N 15.08253 -2.44463 -8.70054 1.116 -0.555 1.406 -0.18
H 15.93759 -2.11152 -8.27863 0.764 0.056 0.055 0.44
H 15.08527 -2.06428 -9.63618 -0.286 -0.225 -1.346 0.10
H 14.36380 -1.97502 -8.16856 -0.653 -0.179 0.099 0.38
H 13.20218 -3.97442 -9.80892 0.378 -0.116 -0.268 0.17
H 12.79313 -3.85851 -8.15571 0.658 0.087 0.658 0.70
H 13.40418 -5.40014 -8.80029 -0.142 0.038 0.012 -0.23
H 15.35711 -4.31533 -7.59537 -0.201 0.708 0.324 0.25
H 15.77046 -4.37590 -10.54708 0.250 0.669 -0.359 -0.36
H 16.33762 -5.58062 -9.48977 -0.829 -0.333 0.671 0.54
H 19.07139 -3.05945 -10.14214 0.011 -0.264 0.377 0.34
H 17.85007 -3.58259 -11.25746 -0.298 0.191 0.048 0.22
H 18.80618 -4.81153 -10.50349 0.268 -0.104 0.296 0.28
C 10.33021 -2.63760 -11.15059 1.244 -1.251 -1.068 -1.48
C 10.55070 -4.10466 -11.75090 -0.824 1.340 0.688 1.31
C 9.14034 -4.69078 -12.06771 -0.301 1.012 0.040 -0.86
O 8.41072 -4.64571 -10.85101 0.824 -0.499 0.456 -0.29
C 7.17308 -5.32537 -10.82208 0.520 -0.807 0.274 -0.78
N 11.44525 -4.06372 -13.01239 -2.222 0.503 1.006 0.61
H 10.97649 -3.57613 -13.76247 -0.310 0.032 -0.424 0.45
H 12.28920 -3.52566 -12.87707 1.319 0.089 0.488 -0.03
H 11.59218 -5.03022 -13.26614 0.712 -0.564 -0.349 -0.29
H 9.60475 -2.52969 -10.34427 -0.210 -0.565 -0.445 0.33
H 10.05630 -2.06147 -12.03441 -0.179 0.536 0.336 0.44
H 11.27221 -2.26832 -10.74515 0.145 0.125 -0.293 0.42
H 11.14083 -4.72442 -11.07580 -0.413 -0.163 0.059 -0.85
H 9.14848 -5.60999 -12.65346 0.129 -0.747 0.576 0.49
H 8.52138 -4.02507 -12.66921 0.630 0.555 -0.881 0.55
H 6.70685 -5.08774 -9.86590 -0.241 0.417 -0.357 0.25
H 7.37186 -6.39554 -10.76432 -0.071 -0.379 -0.241 0.21
H 6.54310 -5.15683 -11.69547 -0.101 0.362 0.094 0.37
C 16.23745 -6.72173 -13.73644 -0.348 0.514 -0.003 -1.77
C 17.13439 -5.47909 -13.49588 -0.588 -1.712 -2.826 1.54
C 18.58626 -5.86371 -13.32087 -0.952 1.345 1.261 -1.05
O 19.19560 -4.60324 -13.06809 1.082 -0.885 -1.021 -0.31
C 20.62688 -4.72188 -13.22026 -0.429 0.343 0.959 -0.89
N 17.09591 -4.60681 -14.82009 -0.190 -0.427 1.756 -0.18
H 17.82542 -3.90984 -14.77367 0.431 0.363 0.162 0.43
H 17.20436 -5.15466 -15.66163 0.124 -0.403 -0.141 0.34
H 16.20946 -4.13403 -14.92383 -0.859 0.376 0.052 0.20
H 16.16867 -7.25221 -12.78673 -0.428 0.038 -0.054 0.33
H 16.48187 -7.45703 -14.50304 1.221 0.156 -0.045 0.64
H 15.26228 -6.42734 -14.12437 -0.352 0.337 0.766 0.32
H 16.70605 -4.91290 -12.66881 0.266 0.394 -0.343 -0.66
H 19.00675 -6.44346 -14.14256 0.054 0.307 -0.430 0.54
H 18.62609 -6.51349 -12.44663 0.248 -0.102 0.308 0.45
H 21.06612 -3.77253 -12.91381 -0.064 -0.007 -0.346 0.28
H 20.89279 -4.99927 -14.24027 0.094 0.037 0.028 0.33
H 20.95632 -5.46005 -12.48904 0.321 -0.237 -0.200 0.36
C 11.89207 -10.06438 -13.41019 0.447 -0.813 -0.572 -0.96
C 10.88818 -10.33712 -12.29152 -1.058 0.541 -0.805 0.42
C 11.46371 -10.79081 -10.99509 0.340 1.660 0.668 -0.85
O 10.45505 -10.72238 -10.00956 -0.319 -1.113 0.517 -0.31
C 10.53203 -11.89404 -9.13981 -0.262 0.502 -0.301 -0.90
N 10.11048 -9.01850 -12.10514 1.653 -0.528 0.115 0.42
H 9.45108 -8.90838 -11.34806 -0.255 -0.704 0.191 0.40
H 10.84347 -8.34057 -11.95273 0.343 0.686 0.472 -0.49
H 9.73373 -8.70654 -12.98879 -1.055 0.077 -1.239 -0.17
H 12.65267 -9.29400 -13.28334 -0.444 0.281 0.665 0.06
H 11.41035 -9.87198 -14.36886 -0.346 0.067 0.153 0.27
H 12.48931 -10.96123 -13.57472 -0.126 -0.360 0.075 0.53
H 10.15457 -11.09112 -12.57679 -0.113 0.205 -0.387 0.43
H 12.19711 -10.04352 -10.69211 0.701 -0.215 0.007 -0.03
H 11.92957 -11.76669 -11.13196 -0.108 -0.109 0.196 0.66
H 10.33081 -12.75514 -9.77710 0.260 -0.271 0.222 0.44
H 9.75378 -11.85999 -8.37741 -0.076 0.327 -0.186 0.27
H 11.49179 -11.91253 -8.62345 0.077 -0.192 -0.131 0.34
C 16.88388 -14.53184 -13.38985 -0.233 0.690 -0.103 -1.35
C 17.95586 -13.46151 -13.26166 0.214 -0.248 0.966 0.33
C 17.55428 -12.27519 -12.34288 -0.168 1.179 -1.352 -1.01
O 16.37940 -11.72911 -12.88485 -1.245 -0.763 0.128 -0.07
C 15.80499 -10.76704 -11.99100 0.084 -0.094 0.054 -0.77
N 19.17590 -14.11806 -12.62512 -0.008 -0.034 0.827 -0.28
H 18.94431 -14.72735 -11.85361 -0.772 -0.693 0.243 0.38
H 19.71635 -14.68438 -13.26332 0.287 -0.102 -0.458 0.37
H 19.78512 -13.48158 -12.13131 0.602 0.825 -0.399 0.33
H 16.53016 -14.82257 -12.40068 0.100 -0.247 0.021 0.42
H 17.21155 -15.38627 -13.98204 0.005 -0.017 0.118 0.48
H 16.02678 -14.07294 -13.88270 0.044 -0.102 -0.080 0.23
H 18.34491 -13.14399 -14.22909 -0.352 0.339 0.041 0.25
H 18.23595 -11.42928 -12.43159 1.102 -0.289 0.120 0.48
H 17.45276 -12.44560 -11.27108 -0.068 -0.859 0.103 0.47
H 15.75284 -11.18014 -10.98366 0.457 0.222 0.219 0.52
H 14.76113 -10.52466 -12.19028 0.143 -0.154 -0.773 -0.17
H 16.41424 -9.86854 -12.08899 -0.117 0.241 0.561 0.37
C 8.36245 -5.99517 -7.31756 1.987 -0.451 -0.220 -1.45
C 9.62250 -6.92013 -7.73357 -1.897 -0.169 0.530 0.22
C 11.01618 -6.43665 -7.35980 0.380 -0.254 1.127 0.40
O 11.24713 -6.49925 -5.92623 -1.746 -0.465 -2.433 -0.44
C 12.54202 -6.17056 -5.55477 0.649 0.202 0.747 -0.46
N 9.37347 -8.34090 -7.13043 0.000 1.530 -0.501 -0.04
H 10.17803 -8.93126 -7.28616 1.318 -0.554 0.218 0.17
H 9.19540 -8.26859 -6.13889 0.035 -0.123 0.465 0.44
H 8.59818 -8.78050 -7.60559 -0.476 -0.013 0.085 0.45
H 8.53935 -4.95921 -7.60669 0.346 -0.071 -0.179 0.30
H 8.33023 -5.97297 -6.22827 -0.358 -0.168 0.004 0.48
H 7.41128 -6.24738 -7.78634 0.153 -0.539 0.212 0.39
H 9.60699 -7.17784 -8.79255 0.114 0.601 -0.167 -0.08
H 11.16598 -5.42871 -7.74672 -0.326 0.329 0.116 0.35
H 11.75512 -7.04111 -7.88582 0.069 -0.364 0.123 -0.16
H 13.36094 -6.68359 -6.05903 -0.294 -0.585 -0.281 0.05
H 12.55800 -6.45258 -4.50200 0.480 0.413 -0.002 0.32
H 12.72543 -5.10935 -5.72296 -0.030 0.374 0.342 0.26
C 12.66558 -7.86992 -16.73560 -0.858 0.401 -0.467 -0.01
C 13.93160 -8.21030 -17.54057 -0.677 -0.202 2.301 -0.05
C 14.90769 -9.05915 -16.64451 0.827 0.470 -1.398 -0.55
O 14.56249 -10.40272 -16.52175 -1.461 0.404 -0.849 -0.44
C 15.49002 -11.18604 -15.79024 -0.137 0.576 -0.507 -0.59
N 13.57983 -8.91222 -18.85834 0.451 0.613 1.240 0.03
H 14.39828 -9.23736 -19.35285 0.389 -0.426 -0.077 0.39
H 12.96789 -9.67567 -18.60779 -0.176 -0.652 -0.144 0.41
H 13.08875 -8.29854 -19.49265 -0.389 0.444 -0.087 0.29
H 11.91092 -7.39360 -17.36147 -0.017 -0.114 -0.379 -0.41
H 12.89742 -7.04479 -16.06217 0.326 -0.292 0.263 -0.13
H 12.10794 -8.63229 -16.19160 0.517 -0.398 -0.061 0.18
H 14.31742 -7.20597 -17.71537 0.597 -0.353 -0.624 0.34
H 15.06820 -8.58091 -15.67828 -0.672 0.290 0.166 0.10
H 15.90016 -9.02231 -17.09368 0.386 0.147 -0.406 0.61
H 16.30501 -10.52498 -15.49544 0.026 -0.227 0.711 0.33
H 15.93427 -11.90492 -16.47869 -0.189 -0.414 0.214 0.27
H 14.90085 -11.61273 -14.97851 0.723 -0.225 0.129 0.16
C 10.88427 -3.83250 -19.23873 -0.701 0.501 -0.717 -1.41
C 9.78139 -4.76113 -18.72071 1.677 -0.861 -0.390 0.20
C 10.02116 -6.15191 -19.35959 -1.121 -0.181 -0.160 -0.62
O 9.13456 -7.12243 -18.81746 0.630 2.083 0.004 -0.28
C 9.37993 -8.41775 -19.19815 0.252 -1.446 0.415 -0.54
N 9.88599 -4.87172 -17.20232 -0.790 -0.175 -1.431 0.21
H 9.66693 -4.00847 -16.72595 0.250 0.484 -0.045 0.43
H 9.16752 -5.53102 -16.93925 -0.105 -1.058 0.686 0.35
H 10.81954 -5.17977 -16.97059 0.471 -0.145 0.514 -0.37
H 10.80929 -2.86902 -18.73454 0.282 0.074 -0.124 0.43
H 10.72541 -3.67273 -20.30520 -0.452 0.290 -0.011 0.50
H 11.90873 -4.20472 -19.23702 -0.380 -0.163 0.727 0.21
H 8.76335 -4.43442 -18.93269 0.160 0.111 -0.049 0.45
H 11.04795 -6.51770 -19.35739 0.461 0.196 0.862 0.04
H 9.87164 -6.03483 -20.43292 -0.484 0.224 -0.253 0.58
H 8.86536 -9.00281 -18.43590 -0.407 -0.398 -0.628 0.32
H 10.41386 -8.74710 -19.09506 0.857 0.415 0.394 -0.03
H 9.19877 -8.66567 -20.24401 -0.865 0.164 -0.047 0.36
C 14.49126 -9.17810 -8.07410 0.038 -0.625 1.071 0.34
F 14.21366 -7.84344 -8.22170 0.004 -1.255 0.005 -0.31
F 14.34740 -9.79837 -9.26324 0.160 0.575 0.094 -0.06
F 15.80584 -9.25247 -7.71801 -1.347 -0.020 -0.390 -0.24
S 13.30574 -10.12907 -6.77728 -0.191 -0.141 3.667 0.97
O 11.98290 -9.49312 -6.97656 0.904 0.515 -0.597 -0.63
O 13.22907 -11.54914 -7.04601 0.688 0.442 -1.553 -0.68
O 13.91991 -9.89803 -5.44758 -0.697 0.773 -2.745 -0.67
Br 14.66792 -2.08453 -12.49248 -0.155 -0.607 0.384 -0.76
Br 8.78084 -8.03137 -15.15468 0.526 0.293 0.228 -0.81
```
Positions in Å, forces in eV/Å.

gap between HOMO and LUMO	7.1	eV
highest occupied orbital energy	-13.3226	eV
F_max	3.7	eV/A
LUMO	-6.19	eV
net charge	+3


> Number 1 is which compound?

C6H10


> Look up the gap between HOMO and LUMO of the second one.

7.1 eV


Copy entry 1 word for word.
Computed, not measured: C6H10 in the gas phase, with wB97M-V/def2-TZVPD.

XYZ file:
```
16
Properties=species:S:1:pos:R:3:forces:R:3:mulliken_charge:R:1
C -1.69951 -1.33156 -0.63182 0.004 0.002 -0.035 -1.17
C -0.23384 -1.03838 -0.41593 0.626 -0.278 -0.137 0.70
C 0.87500 -1.64862 -0.70750 -0.793 0.086 0.096 -0.71
C 0.15659 0.30676 0.28577 -0.022 0.217 0.165 0.50
C 0.50519 1.39054 -0.73786 -0.050 0.049 -0.040 -1.26
C 1.21626 0.23376 1.39613 0.049 -0.010 0.063 -1.47
H -2.18064 -0.49409 -1.15192 0.151 -0.099 0.060 0.31
H -1.87861 -2.23898 -1.21704 0.199 0.179 0.117 0.34
H -2.20989 -1.44552 0.33304 0.179 0.028 -0.128 0.30
H -0.78593 0.57579 0.77446 0.009 0.054 -0.014 0.27
H 1.49714 1.21342 -1.17129 -0.212 -0.035 0.108 0.33
H 0.51106 2.37588 -0.25696 0.000 -0.128 -0.076 0.37
H -0.21956 1.41263 -1.55804 0.081 0.021 0.105 0.33
H 2.23653 0.16363 0.99870 -0.255 -0.053 -0.002 0.36
H 1.15909 1.14758 2.00301 0.036 -0.165 -0.146 0.41
H 1.05113 -0.62284 2.05725 0.000 0.133 -0.133 0.37
```
Positions in Å, forces in eV/Å.

gap between HOMO and LUMO	9.7	eV
highest occupied orbital energy	-9.6079	eV
F_max	0.8	eV/A
LUMO	0.13	eV
energy relative to the best compared isomer or geometry (same formula, charge and spin)	79.6	kcal/mol